No. 1
# CH3BrI2Si

A cluster of 2 separate species, CH3BrI2Si in total (ωB97M-V/def2-TZVPD, OMol25).

Summary:
HOMO energy   -8.74 eV
HOMO-LUMO gap   0.2748 hartree

Last column: Löwdin charge in e.
Atoms and positions in Å:
1 C -0.47568 -1.86832 0.96462  -0.4146
2 Si -0.03965 2.87696 -1.14971  -0.3389
3 Br -0.24943 -0.28551 -0.18320  0.4904
4 I 1.37385 2.13456 -3.06562  0.1470
5 I 1.53231 3.32869 0.70932  0.1522
6 H 0.23415 -2.61788 0.92149  0.0149
7 H -1.13997 -1.43364 1.59616  -0.0324
8 H -1.23559 -2.13485 0.20693  -0.0185

Cartesian forces (eV/Å) of the 2 atoms listed first:
C -2.605 1.077 -4.905
Si -0.016 -0.025 -0.032

***

No. 2
# C3H12O4

A cluster of 3 separate species, C3H12O4 in total (ωB97M-V/def2-TZVPD, OMol25).

Summary:
HOMO energy   -9.84 eV
HOMO-LUMO gap   0.3779 hartree
SMILES   OCCCO.O.O

Last column: Löwdin charge in e.
Atoms and positions in Å:
1 C -0.12505 -1.10182 1.51766  -0.2926
2 O -0.78173 -2.05699 2.31781  -0.0643
3 C -0.70815 -1.14397 0.11800  -0.1737
4 C -0.02804 -0.11366 -0.77960  -0.2480
5 O 1.39934 -0.33633 -0.74430  -0.0870
6 H -0.20913 -0.08035 1.91712  0.1203
7 H 0.95362 -1.29973 1.43930  0.1145
8 H -0.43155 -2.09982 3.20899  0.0809
9 H -0.58352 -2.13466 -0.28526  0.1134
10 H -1.77090 -0.92288 0.20968  0.1185
11 H -0.35004 -0.36999 -1.79550  0.1125
12 H -0.31035 0.90368 -0.51414  0.1103
13 H 1.67862 -0.20653 -1.66159  0.0329
14 H -1.84509 3.54725 2.49715  0.0282
15 H -1.48967 3.98895 1.02061  0.0287
16 O -2.06330 3.45279 1.57040  -0.0579
17 H 1.54735 1.08911 -3.95640  0.0527
18 H 2.62207 0.05825 -4.32663  0.0494
19 O 2.08050 0.37120 -3.59692  -0.0387

Cartesian forces (eV/Å) of the 2 atoms listed first:
C 0.875 0.365 -0.191
O -0.555 -0.370 0.002

***

No. 3
# CH5INP

A cluster of 2 separate species, CH5INP in total (ωB97M-V/def2-TZVPD, OMol25).

Summary:
HOMO energy   -9.09 eV
HOMO-LUMO gap   0.3123 hartree
SMILES   [H]/P=N/C.I

Last column: Löwdin charge in e.
Atoms and positions in Å:
1 C -1.66306 0.74984 -0.73878  -0.2360
2 N -0.42429 1.13668 -0.06037  -0.4399
3 P 0.97995 0.43110 -0.20451  0.7989
4 I 4.57405 -0.38572 0.25136  0.4179
5 H -1.45078 0.18114 -1.64188  0.0555
6 H -2.45138 0.40352 -0.06224  0.0843
7 H -1.98294 1.62562 -1.15364  0.0268
8 H 3.10479 -0.08550 -0.27202  -0.5473
9 H 1.73823 1.13052 0.71614  -0.1601

Cartesian forces (eV/Å) of the 2 atoms listed first:
C 1.972 -0.933 0.122
N 0.348 -0.578 0.941

***

No. 4
# C25H20Br4MnN2O9PTe

A structure of composition C25H20Br4MnN2O9PTe (ωB97M-V/def2-TZVPD, OMol25).

Summary:
Spin multiplicity   2
HOMO energy (spin up / spin down)   -10.17 / -10.26 eV
Net charge   +1
HOMO-LUMO gap (spin up / spin down)   0.2168 / 0.2197 hartree

Last column: Löwdin charge in e.
Atoms and positions in Å:
1 Mn 0.82712 0.08785 0.60980  0.7057
2 O -1.56889 3.96177 0.31074  0.1015
3 C -1.41789 4.08421 -1.01483  -0.2417
4 C -2.01810 5.18735 -1.62396  0.0137
5 C -1.87722 5.39192 -2.97786  -0.0382
6 C -1.13472 4.51014 -3.77147  -0.0629
7 C -0.56099 3.40947 -3.18879  -0.0552
8 C -0.70625 3.16486 -1.81066  -0.1203
9 C -0.13992 1.97702 -1.20109  -0.4301
10 O -0.00588 1.85655 0.02742  0.0027
11 N 0.22100 0.90359 -2.04636  -0.2826
12 N 0.99117 -0.02650 -1.30870  -0.0927
13 C 1.50965 -1.00179 -1.95010  -0.0571
14 C 2.07440 -2.22161 -1.37155  -0.0907
15 C 2.49527 -3.17919 -2.30351  -0.0129
16 C 2.94403 -4.42771 -1.92209  -0.0465
17 C 2.98022 -4.76048 -0.57561  -0.0252
18 C 2.58426 -3.83811 0.38057  0.0300
19 C 2.14004 -2.59615 -0.01947  -0.1390
20 O 1.85976 -1.63356 0.94872  0.0237
21 H -1.00611 3.23866 0.63570  0.0985
22 H -2.56819 5.87954 -1.00113  0.1300
23 H -2.33724 6.26050 -3.43079  0.1181
24 H -1.00407 4.70345 -4.82657  0.1121
25 H 0.03748 2.72653 -3.77687  0.1077
26 H 1.43904 -0.99444 -3.03638  0.1220
27 H 2.45769 -2.92380 -3.35532  0.1223
28 H 3.26333 -5.13834 -2.67110  0.1176
29 H 3.32870 -5.73415 -0.25995  0.1219
30 H 2.63039 -4.07576 1.43373  0.1360
31 Br 6.28515 1.85450 4.41741  0.7666
32 C 4.66320 1.06687 3.89599  -0.7349
33 C 3.99733 0.20133 4.77713  -0.7526
34 Br 4.69742 -0.18450 6.47743  0.7529
35 C 2.79929 -0.37410 4.37426  -0.6345
36 Br 1.82213 -1.54645 5.47208  0.8562
37 C 2.30274 -0.07963 3.11786  -0.1997
38 O 1.03908 -0.63041 2.70705  0.0154
39 C 2.92945 0.77800 2.21060  -0.3830
40 O 2.41016 1.04050 1.03771  -0.1539
41 C 4.14065 1.34864 2.64059  -0.6350
42 Br 4.99127 2.49387 1.42064  0.8147
43 O 0.57267 -2.85186 2.41261  0.2311
44 C 1.11205 -1.85795 2.10197  -0.5370
45 C -2.15807 -3.98921 -0.12873  -0.0570
46 C -3.17156 -2.93337 0.23089  -0.2015
47 O -3.09276 -1.80269 -0.71665  -0.2653
48 P -2.13365 -0.59354 -0.48725  0.2932
49 O -0.94785 -0.90369 0.36438  -0.2906
50 Te -1.52415 0.00566 -2.80548  1.3083
51 O -2.92453 0.59380 0.15293  -0.2313
52 C -4.16878 1.11969 -0.40578  -0.2467
53 C -4.72883 2.11555 0.57623  -0.0499
54 H -2.26806 -4.83306 0.55286  0.0947
55 H -1.14338 -3.60419 -0.02934  0.0634
56 H -2.31609 -4.34517 -1.14648  0.0879
57 H -3.02185 -2.55073 1.23944  0.1237
58 H -4.19257 -3.28963 0.13035  0.1266
59 H -4.84742 0.28254 -0.57085  0.1193
60 H -3.93149 1.58716 -1.36378  0.0957
61 H -4.93709 1.63700 1.53184  0.0897
62 H -5.66222 2.51645 0.18047  0.0921
63 H -4.03035 2.93682 0.72910  0.0724

Cartesian forces (eV/Å) of the 2 atoms listed first:
Mn 0.263 0.143 -0.278
O -0.056 0.033 -0.063

***

Number 1: E -3498.78278 hartree. Number 2: E -422.43253 hartree. Number 3: E -734.81948 hartree. Number 4: E -13807.63675 hartree.